(1)
The following is a quantum chemistry calculation of C5H12NO2P in the gas phase at a distorted geometry, from the OMol25 dataset.

LUMO level: 0.71 eV
HOMO-LUMO gap: 0.3318 Eh
largest force on an atom: 4.978 eV Å⁻¹
SMILES string: CN1CC[C@@H]1[P@@](C)(=O)O
E_HOMO: -8.32 eV
ΔE to the lowest compared entry with this formula, charge and spin: 1.287 eV

Cartesian coordinates (Å):
C  -1.72867  1.55355  -0.90177
N  -1.41483  0.64553  0.16545
C  -0.89209  1.12778  1.45377
C  -0.05021  -0.13888  1.62384
C  -0.58376  -0.54672  0.11552
P  0.89506  -0.64175  -1.15511
C  1.75664  -2.19737  -0.55028
O  0.66900  -0.53750  -2.62892
O  2.00590  0.50528  -0.64724
H  -0.93377  1.32353  -1.55257
H  -2.71467  1.28156  -1.26170
H  -1.56982  2.59615  -0.61494
H  -1.72823  1.41793  2.20309
H  -0.33068  2.01838  1.56888
H  0.98311  0.03784  1.64444
H  -0.36696  -0.89363  2.33535
H  -1.06157  -1.44349  0.06456
H  1.78789  -2.02914  0.52589
H  0.95013  -2.93612  -0.79521
H  2.73049  -2.48866  -0.79909
H  1.59706  1.34573  -0.79394

---

(2)
The following is a quantum chemistry calculation of a 2-piece molecular cluster, C5H12NO2S overall at a distorted geometry, from the OMol25 dataset.

LUMO level: 3.52 eV
HOMO-LUMO gap: 0.2737 Eh
largest force on an atom: 4.058 eV Å⁻¹
charge: -1
E_HOMO: -3.93 eV
ΔE to the lowest compared entry with this formula, charge and spin: 5.664 eV

Cartesian coordinates (Å):
C  -1.79095  -1.36658  0.05949
C  2.21723  1.14312  -0.60588
C  2.04860  -1.35793  -0.05399
C  0.09938  0.14451  0.31945
C  1.28214  -0.12155  -0.57205
N  -2.80285  0.62885  1.62277
O  -2.82068  1.06328  -0.98580
O  -4.38597  -0.60333  -0.12070
S  -3.02375  -0.06571  -0.06240
H  -1.60384  -1.51948  -0.94695
H  3.17966  1.00746  -1.21225
H  1.51158  1.93719  -0.88350
H  2.57058  1.22120  0.44675
H  2.98578  -1.45020  -0.56190
H  1.40067  -2.21827  -0.43605
H  2.25878  -1.31598  1.04826
H  0.54265  0.04138  1.39281
H  -0.31769  1.22993  0.15849
H  1.09868  -0.27119  -1.60671
H  -2.57785  1.64816  1.22566
H  -1.87215  0.22515  1.77448

---

(3)
The following is a quantum chemistry calculation of an isolated ion of composition C5H12NO2S and charge +1 at a distorted geometry, from the OMol25 dataset.

LUMO level (alpha / beta): -6.86 / -6.86 eV
HOMO-LUMO gap (alpha / beta): 0.3196 / 0.3197 Eh
largest force on an atom: 10.005 eV Å⁻¹
SMILES string: C=[N+](C(C)C)S(C)(=O)=O
charge: +1
E_HOMO (alpha / beta): -15.56 / -15.56 eV
ΔE to the lowest compared entry with this formula, charge and spin: 4.393 eV

Cartesian coordinates (Å):
C  -0.12670  1.74853  1.27482
N  -0.42185  0.38094  0.41758
C  0.58692  -0.54412  0.07365
C  0.78950  -1.50481  1.27135
C  1.90433  0.07988  -0.36799
S  -2.17014  -0.00777  0.30238
C  -2.50594  0.58911  -1.35151
O  -2.77463  0.81613  1.28007
O  -2.19044  -1.42106  0.39039
H  -1.03543  2.22917  1.57713
H  0.90392  1.99933  1.41919
H  0.14562  -1.14609  -0.73501
H  -0.16320  -1.92613  1.58358
H  1.44335  -2.31325  0.95325
H  1.24183  -0.97148  2.10521
H  2.45527  0.49770  0.47023
H  1.73001  0.86050  -1.10457
H  2.52538  -0.68866  -0.82043
H  -1.68544  0.33496  -2.01162
H  -3.41412  0.09821  -1.68863
H  -2.65621  1.66125  -1.29528

---

(4)
The following is a quantum chemistry calculation of an isolated ion of composition C5H12NO3 and charge -1 at a distorted geometry, from the OMol25 dataset.

LUMO level: 4.07 eV
HOMO-LUMO gap: 0.2967 Eh
largest force on an atom: 3.823 eV Å⁻¹
SMILES string: C[C@H](O)C[C@@](C)([O-])NO
charge: -1
E_HOMO: -4.00 eV
ΔE to the lowest compared entry with this formula, charge and spin: 4.474 eV

Cartesian coordinates (Å):
C  -2.78679  -0.33170  -0.57571
C  -1.29710  -0.53297  -0.18243
O  -1.33980  -1.19756  1.09814
C  -0.46367  0.66820  -0.06892
C  1.09641  0.19329  0.32314
C  2.00142  1.39441  0.55894
O  1.24110  -0.67594  1.28377
N  1.47626  -0.42606  -1.00838
O  1.60166  -1.87596  -0.73600
H  -3.31719  0.22302  0.29420
H  -3.28440  -1.31625  -0.73125
H  -3.10338  0.22693  -1.51445
H  -0.88750  -1.28564  -0.72500
H  -0.40720  -1.04616  1.31117
H  -0.94664  1.30161  0.79622
H  -0.41901  1.24757  -0.94814
H  1.86252  1.99965  1.47425
H  3.01787  0.96920  0.57079
H  1.99631  2.21890  -0.33406
H  2.49770  -0.08956  -1.15372
H  1.46142  -1.66496  0.26743

---

(5)
The following is a quantum chemistry calculation of a 2-piece molecular cluster, C5H12NO3P overall at a distorted geometry, from the OMol25 dataset.

LUMO level (alpha / beta): -0.65 / 0.27 eV
HOMO-LUMO gap (alpha / beta): 0.2587 / 0.2969 Eh
largest force on an atom: 5.800 eV Å⁻¹
E_HOMO (alpha / beta): -7.69 / -7.81 eV
ΔE to the lowest compared entry with this formula, charge and spin: 5.474 eV

Cartesian coordinates (Å):
C  2.49330  -0.94213  -1.09908
C  2.01731  0.08438  1.12487
C  -3.66334  -1.69388  -0.18212
C  -2.17114  2.00749  0.76764
C  2.40508  0.41413  -0.30898
N  3.55825  -1.64191  -1.17734
O  1.37433  1.15778  -1.07378
O  -2.91590  -0.71442  -0.10211
O  -1.24564  0.98743  0.53156
P  -1.55927  -0.09184  -0.68710
H  2.83761  0.40472  1.91020
H  1.06231  0.48886  1.31660
H  1.87771  -0.99323  1.20993
H  -3.29701  -2.54890  -0.90141
H  1.50264  -1.08680  -1.52581
H  -4.58984  -1.71625  0.39822
H  -3.10584  1.61537  0.95696
H  -2.11733  2.83278  0.05633
H  -1.89678  2.42829  1.67397
H  3.36584  0.92841  -0.22414
H  3.46973  -2.47974  -1.75853
H  0.59797  0.55945  -0.90590

---

(6)
The following is a quantum chemistry calculation of C5H12NO5P in the gas phase at a distorted geometry, from the OMol25 dataset.

LUMO level: 0.91 eV
HOMO-LUMO gap: 0.3661 Eh
largest force on an atom: 1.143 eV Å⁻¹
SMILES string: CC/C=[N+](\[O-])OP(=O)(OC)OC
E_HOMO: -9.06 eV
ΔE to the lowest compared entry with this formula, charge and spin: 0.089 eV

Cartesian coordinates (Å):
C  3.70559  -0.64011  0.60900
C  3.06747  0.67445  0.17068
C  1.61789  0.76913  0.52052
N  0.77779  0.95531  -0.42895
O  0.92003  0.93785  -1.63269
O  -0.58176  1.25930  0.00804
P  -1.40479  -0.08320  0.33054
O  -0.66174  -1.05076  1.12895
O  -2.67487  0.48907  1.07935
C  -3.59773  1.37914  0.46045
O  -1.89502  -0.60735  -1.09658
C  -1.85199  -2.00943  -1.33157
H  4.74839  -0.65703  0.30153
H  3.65270  -0.74861  1.68802
H  3.19387  -1.47944  0.14822
H  3.16454  0.79018  -0.91105
H  3.58967  1.50613  0.65326
H  1.26521  0.78536  1.53381
H  -4.51811  0.83544  0.23750
H  -3.18926  1.80059  -0.45612
H  -3.80484  2.17595  1.17659
H  -2.82698  -2.32082  -1.71456
H  -1.62261  -2.54065  -0.40292
H  -1.07346  -2.22050  -2.07201

---

(7)
The following is a quantum chemistry calculation of C5H12NO9S3 as an isolated structure at a distorted geometry, from the OMol25 dataset.

LUMO level: 2.21 eV
HOMO-LUMO gap: 0.2707 Eh
largest force on an atom: 2.290 eV Å⁻¹
charge: -1
E_HOMO: -5.15 eV

Cartesian coordinates (Å):
O  -1.61634  4.49116  -1.78823
S  -1.95653  3.25812  -1.04852
O  -2.18271  3.41538  0.41204
N  -0.98840  1.93191  -1.33216
S  0.53840  2.35099  -1.88349
O  1.16447  3.51506  -1.21171
O  0.59806  2.38028  -3.37427
C  1.52848  0.88884  -1.35818
C  1.42547  0.82263  0.19839
C  2.76375  1.16273  0.92988
O  3.59628  2.04928  0.19195
H  -3.18238  2.85132  -1.54786
H  1.08473  -0.01949  -1.79566
H  2.55766  0.95033  -1.72124
H  0.69617  1.57970  0.52788
H  1.01476  -0.14307  0.55517
H  3.27064  0.21172  1.16688
H  2.48484  1.66830  1.87156
H  4.47937  1.72395  0.31776
C  -2.08206  -2.39480  1.62847
C  -2.56061  -3.73037  1.08837
O  -1.68112  -4.01957  -0.00160
S  -0.21806  -3.41365  0.32115
O  0.59989  -4.45965  0.84698
O  0.18410  -2.60521  -0.78007
O  -0.65548  -2.45194  1.54112
H  -2.43084  -1.56631  1.00797
H  -2.38957  -2.23051  2.65856
H  -3.59129  -3.69504  0.74442
H  -2.45166  -4.52209  1.83444

---

(8)
The following is a quantum chemistry calculation of an isolated ion of composition C5H12NOS and charge -1 at a distorted geometry, from the OMol25 dataset.

LUMO level: 3.22 eV
HOMO-LUMO gap: 0.2020 Eh
largest force on an atom: 2.400 eV Å⁻¹
SMILES string: OCCCNCC[S-]
charge: -1
E_HOMO: -2.27 eV
ΔE to the lowest compared entry with this formula, charge and spin: 2.876 eV

Cartesian coordinates (Å):
O  -3.54146  0.09081  -2.17861
C  -3.01631  0.15673  -0.78959
C  -1.75142  -0.74878  -0.69075
C  -0.41042  0.07304  -0.95487
N  -0.20174  1.04609  0.13262
C  0.87497  0.70829  1.08223
C  2.27232  0.31507  0.47521
S  3.01969  -0.83520  1.62082
H  -2.78209  0.09868  -2.75158
H  -3.80339  -0.22605  -0.14674
H  -2.80395  1.21475  -0.66615
H  -1.50755  -1.35611  0.26315
H  -1.83376  -1.49536  -1.49169
H  0.34926  -0.81987  -0.93984
H  -0.38103  0.48252  -2.02664
H  -0.15245  2.05190  -0.03271
H  0.44802  0.01819  1.79359
H  0.93131  1.45385  1.96124
H  2.14804  -0.22201  -0.41572
H  3.00176  1.08747  0.28712

---

(9)
The following is a quantum chemistry calculation of a 2-piece molecular cluster, C5H12NOS overall, from the OMol25 dataset.

LUMO level: -3.99 eV
HOMO-LUMO gap: 0.3142 Eh
largest force on an atom: 0.782 eV Å⁻¹
charge: +1
E_HOMO: -12.54 eV
ΔE to the lowest compared entry with this formula, charge and spin: 2.165 eV

Cartesian coordinates (Å):
C  1.55459  0.63783  1.12753
C  0.85797  -0.06023  -1.68543
C  -0.65397  0.17971  -1.67341
C  -1.13945  0.78878  -0.35666
C  -1.06641  -0.10908  0.82854
N  -0.89803  -1.40416  0.69413
O  2.65182  0.17298  1.63065
S  -1.51056  0.59763  2.33015
H  1.78190  1.66581  0.78484
H  1.38072  0.78935  -2.11165
H  1.11660  -0.93869  -2.26994
H  1.23585  -0.18981  -0.66392
H  -0.91192  0.87331  -2.47276
H  -1.20290  -0.73946  -1.88616
H  -0.58164  1.70404  -0.14537
H  -2.18531  1.09350  -0.46425
H  -0.66836  -1.78375  -0.21469
H  2.58332  -0.73651  1.98414
H  -0.94903  -2.04408  1.47372
H  -1.39518  -0.49717  3.09051

---

(10)
The following is a quantum chemistry calculation of C5H12NP in the gas phase at a distorted geometry, from the OMol25 dataset.

LUMO level: 1.17 eV
HOMO-LUMO gap: 0.3395 Eh
largest force on an atom: 4.054 eV Å⁻¹
SMILES string: CCCPN1CC1
E_HOMO: -8.07 eV
ΔE to the lowest compared entry with this formula, charge and spin: 2.217 eV

Cartesian coordinates (Å):
C  -3.01607  0.16029  -0.27638
C  -1.73420  -0.57653  0.23778
C  -0.45260  0.17820  -0.01532
P  0.84214  -1.08229  -0.27153
N  2.14166  -0.17467  0.35285
C  3.52179  -0.18452  0.10996
C  2.76613  0.97704  -0.32501
H  -3.07498  0.32751  -1.31658
H  -3.87406  -0.42663  0.02262
H  -2.91034  1.01989  0.38400
H  -1.75526  -0.80175  1.36674
H  -1.70858  -1.54715  -0.37668
H  -0.70421  0.59772  -1.03386
H  -0.09391  1.03210  0.66065
H  0.37433  -1.76422  0.91959
H  3.92942  -0.85281  -0.71575
H  4.24549  -0.15762  1.05151
H  2.81280  1.80433  0.30961
H  2.68618  1.20044  -1.33009

---

(11)
The following is a quantum chemistry calculation of an isolated ion of composition C5H12NS and charge -2 at a distorted geometry, from the OMol25 dataset.

LUMO level (alpha / beta): 5.85 / 5.81 eV
expectation value of S²: 0.751
spin multiplicity: 2
HOMO-LUMO gap (alpha / beta): 0.0814 / 0.2137 Eh
largest force on an atom: 2.328 eV Å⁻¹
charge: -2
E_HOMO (alpha / beta): 3.64 / -0.01 eV
ΔE to the lowest compared entry with this formula, charge and spin: 0.755 eV

Cartesian coordinates (Å):
C  -1.54646  -0.41832  -0.00905
C  -1.25731  -1.62241  0.91981
S  -2.76163  -2.67368  1.23886
C  -0.44257  0.23101  -0.88597
N  0.90504  0.13267  -0.29577
C  0.96086  0.73099  1.02843
C  1.80634  0.82515  -1.24540
H  -2.40323  -0.51316  -0.66405
H  -1.93326  0.32279  0.73498
H  -0.97666  -1.24639  1.88819
H  -0.48476  -2.29881  0.53271
H  -0.53137  -0.31614  -1.83589
H  -0.68609  1.29320  -1.08231
H  0.25065  1.52072  1.28046
H  0.99490  -0.05593  1.80873
H  2.01152  1.03809  1.10388
H  1.74686  0.38541  -2.24278
H  2.87508  0.78859  -1.01306
H  1.47206  1.87623  -1.26175

---

(12)
The following is a quantum chemistry calculation of a 2-piece molecular cluster, C5H12NS2 overall at a distorted geometry, from the OMol25 dataset.

LUMO level: -3.43 eV
HOMO-LUMO gap: 0.2995 Eh
largest force on an atom: 4.798 eV Å⁻¹
charge: +1
E_HOMO: -11.58 eV
ΔE to the lowest compared entry with this formula, charge and spin: 5.303 eV

Cartesian coordinates (Å):
C  -0.67001  -0.41666  -1.45752
C  -1.00907  -1.74121  -0.77372
C  -1.47678  0.64960  0.65410
C  3.05549  0.46438  0.44619
C  2.10612  0.71190  1.30201
N  -0.40257  0.69686  -0.50285
S  -1.41189  -1.21980  1.05918
S  -2.96069  1.18364  -0.07150
H  0.17629  -0.55241  -2.19926
H  -1.50272  0.02142  -1.96644
H  -1.93599  -2.23065  -1.11266
H  -0.25924  -2.50000  -0.57540
H  3.24885  -0.65059  0.21056
H  3.52522  1.21167  -0.06086
H  -0.16250  -1.09425  1.47321
H  1.93714  1.77140  1.60700
H  1.68347  0.02626  1.94953
H  0.49372  0.83413  0.04710
H  -0.56459  1.58524  -0.89613
H  -3.87026  1.24905  0.86747

---

no.,energy (eV)
1,-20252.781
2,-21795.749
3,-21789.429
4,-13010.421
5,-22296.265
6,-26395.165
7,-57801.606
8,-19751.355
9,-19742.922
10,-16155.814
11,-17700.856
12,-28528.871